Below is a structure of composition C25H23IMoN8O3SSbSe4, with properties calculated with ωB97M-V/def2-TZVPD.

Structure (XYZ):
```
67
Properties=species:S:1:pos:R:3
Mo -0.013 0.613 -0.670
O 5.713 0.223 4.493
N 5.521 0.724 3.416
O 6.343 1.291 2.725
C 4.128 0.701 2.902
C 3.152 0.778 3.818
C 1.782 0.846 3.394
C 0.718 0.999 4.306
C -0.560 1.103 3.830
C -0.775 1.042 2.449
N 0.209 0.880 1.575
C 1.485 0.787 2.039
C 2.543 0.654 1.069
N 2.176 0.592 -0.252
C 3.135 0.489 -1.164
C 4.490 0.434 -0.832
C 4.868 0.506 0.478
C 3.875 0.631 1.480
H 3.404 0.807 4.870
H 0.922 1.044 5.369
H -1.404 1.231 4.494
H -1.777 1.126 2.049
H 2.830 0.442 -2.199
H 5.221 0.340 -1.622
H 5.912 0.484 0.751
I -2.711 5.766 -2.302
C -1.160 4.859 -1.300
C -0.132 5.591 -0.720
C 0.882 4.911 -0.065
C 0.849 3.535 -0.012
N -0.144 2.816 -0.571
C -1.132 3.482 -1.201
H -0.120 6.672 -0.780
H 1.698 5.444 0.404
H 1.633 2.988 0.488
H -1.920 2.880 -1.624
Se -1.323 1.812 -6.748
Sb -0.087 -0.203 -6.060
Se 2.170 -0.153 -6.286
Se -1.320 -1.775 -4.832
Se 0.228 0.622 -2.913
N -3.618 0.319 -2.710
C -3.237 -0.350 -1.635
S -2.489 0.622 -0.374
N -3.467 -1.651 -1.588
C -3.389 -2.629 -0.529
C -3.488 -2.317 0.818
C -3.501 -3.357 1.742
C -3.434 -4.681 1.328
C -3.356 -4.975 -0.027
C -3.329 -3.948 -0.957
H -3.543 1.323 -2.712
H -4.122 -0.105 -3.476
H -3.884 -2.034 -2.428
H -3.607 -1.300 1.152
H -3.609 -3.125 2.793
H -3.484 -5.480 2.056
H -3.340 -6.004 -0.363
H -3.293 -4.178 -2.017
N 0.195 -2.923 -1.836
C 0.091 -2.581 -0.551
N 0.019 -3.503 0.396
O 0.053 -1.353 -0.211
H 0.329 -3.880 -2.123
H 0.338 -2.204 -2.528
H 0.021 -4.487 0.190
H -0.167 -3.214 1.344
```

HOMO-LUMO gap (spin up / spin down): 5.6112 / 5.9996 eV
E_LUMO (spin up / spin down): -10.435 / -10.059 eV
2S+1: 3
HOMO level (spin up / spin down): -16.05 / -16.06 eV
Total charge: +3

Löwdin population analysis, charges in e, atoms 1 to 8: Mo 1.10; O 0.15; N -0.33; O 0.11; C -0.04; C 0.10; C -0.10; C 0.06

Below is an isolated molecule of C3H6NP, with properties calculated with ωB97M-V/def2-TZVPD.

Structure (XYZ):
```
11
Properties=species:S:1:pos:R:3
C 1.386 -0.105 0.157
C 0.017 0.562 0.350
P -1.234 -0.536 -0.157
C -2.862 0.146 0.076
N -3.866 0.731 0.133
H 1.534 -1.009 0.680
H 1.433 -0.199 -0.840
H 2.248 0.480 0.440
H -0.258 1.017 1.300
H -1.059 -1.903 0.180
H -0.891 -0.800 -1.649
```

HOMO-LUMO gap: 7.7148 eV
Structure (SMILES): CC=[PH2]C#N
E_LUMO: 0.037 eV
2S+1: 1
HOMO level: -7.68 eV

Löwdin population analysis, charges in e, atoms 1 to 8: C -0.22; C -0.45; P 0.77; C -0.37; N 0.11; H 0.04; H 0.00; H 0.07

Below is a structure of composition C8H15F6N3O2S4Sb2Ti, with properties calculated with ωB97M-V/def2-TZVPD.

Structure (XYZ):
```
41
Properties=species:S:1:pos:R:3
Ti -0.291 -0.017 -2.393
S -3.702 4.568 -2.728
Sb -3.796 2.360 -1.791
S -2.473 1.070 -3.293
S -1.661 2.301 -0.815
F 0.695 1.453 -2.668
Sb 1.425 -1.076 -5.286
F -0.972 -1.317 -3.490
F 0.246 0.392 -4.988
F 1.855 -0.541 -7.075
F 2.988 -0.183 -4.639
F 1.279 -1.052 -2.604
C 3.401 -2.191 -0.323
N 2.290 -1.383 0.133
C 0.974 -1.984 0.327
C 0.048 -0.762 0.141
O -0.882 -0.903 -0.816
N 0.869 0.359 -0.135
C 2.095 -0.100 -0.261
N 3.087 0.671 -0.746
H 3.426 -3.114 0.253
H 4.342 -1.673 -0.140
H 3.312 -2.433 -1.386
H 0.883 -2.448 1.308
H 0.757 -2.713 -0.455
H 2.732 1.471 -1.254
H 3.836 0.196 -1.225
O -0.690 -0.592 1.470
S -0.949 0.899 1.945
C -0.584 0.730 3.711
C -1.865 0.270 4.397
C -2.979 1.050 3.705
C -2.745 0.891 2.207
H -0.265 1.715 4.055
H 0.261 0.046 3.777
H -1.826 0.468 5.468
H -2.000 -0.804 4.256
H -2.922 2.104 3.984
H -3.975 0.697 3.970
H -3.169 1.662 1.570
H -3.056 -0.086 1.834
```

HOMO-LUMO gap (spin up / spin down): 7.5493 / 6.2286 eV
E_LUMO (spin up / spin down): -0.377 / -1.845 eV
2S+1: 3
HOMO level (spin up / spin down): -7.93 / -8.07 eV

Löwdin population analysis, charges in e, atoms 1 to 8: Ti 0.89; S -0.07; Sb 0.25; S 0.01; S -0.04; F -0.41; Sb 1.61; F -0.49

Energy above the lowest of the compared OMol25 structures with the same formula, charge and spin list, top to bottom, in eV: 0.031; 2.822; 1.532
Maximum force list, top to bottom, in eV Å⁻¹: 1.04; 4.16; 0.52